--- a ---
Formula: C8H12N2O
Source: OMol25
Level of theory: the ωB97M-V functional and the def2-TZVPD basis

Structure (XYZ):
```
23
Properties=species:S:1:pos:R:3
C -0.293 0.299 -0.678
N 0.215 1.506 0.037
C 1.315 2.193 -0.019
C 1.191 3.482 0.649
O 2.226 1.790 -0.783
H 0.502 0.055 -1.332
H -0.456 -0.469 0.029
H -1.203 0.320 -1.285
H -0.699 1.999 0.318
H 0.185 3.471 1.139
H 1.209 4.187 -0.264
H 1.943 3.653 1.619
C -0.979 -2.267 1.125
C 0.405 -2.332 0.895
C 0.852 -1.932 -0.365
N 0.026 -1.646 -1.345
C -1.337 -1.681 -1.208
C -1.864 -1.964 0.069
H -1.423 -2.577 2.062
H 1.156 -2.714 1.676
H 1.938 -1.984 -0.597
H -1.996 -1.399 -2.081
H -2.913 -1.991 0.341
```

## Properties
* LUMO level: 0.5974 eV
* SMILES: CNC(C)=O.c1ccncc1
* HOMO energy: -9.11 eV
* Kohn-Sham gap: 9.7037 eV

***

--- b ---
Formula: C8H12N2O
Source: OMol25
Level of theory: the ωB97M-V functional and the def2-TZVPD basis

Structure (XYZ):
```
23
Properties=species:S:1:pos:R:3
C -3.073 2.602 1.351
N -1.865 2.468 0.465
C -1.139 1.219 0.728
C -0.310 0.973 -0.608
O -1.082 0.534 1.823
H -2.897 2.053 2.314
H -3.251 3.664 1.673
H -3.881 2.142 0.691
H -1.918 2.863 -0.423
H -0.268 1.612 -1.330
H -0.614 0.171 -1.232
H 0.767 0.631 -0.391
C 1.969 -2.962 0.034
C 1.609 -2.953 -1.236
C 1.229 -1.656 -1.756
N 1.240 -0.537 -1.178
C 1.756 -0.580 0.017
C 2.113 -1.702 0.721
H 2.464 -3.854 0.602
H 1.729 -3.859 -1.909
H 0.702 -1.521 -2.701
H 1.946 0.336 0.580
H 2.773 -1.643 1.767
```

## Properties
* LUMO level: 0.8676 eV
* SMILES: CNC(C)=O.c1ccncc1
* HOMO energy: -8.82 eV
* Kohn-Sham gap: 9.6907 eV

***

Question: which arrangement is favored energetically? Ranking from most to least stable: a, b.